Entry 1:
A molecular structure, C44H51CsGeN4O4PS in a non-equilibrium geometry. Source: the OMol25 dataset; level of theory: ωB97M-V/def2-TZVPD.

energy relative to the best compared isomer or geometry (same formula, charge and spin): 0.000 eV
2S+1: 1
HOMO-LUMO gap: 7.21 eV
molar mass: 968.472 g mol⁻¹
total charge: -1

Geometry as XYZ:
```
107
Properties=species:S:1:pos:R:3:lowdin_charge:R:1
Cs -0.0118 -0.2262 0.6130 1.04
O -3.4172 0.8260 -2.1895 -0.09
C -3.2661 0.6383 -0.9265 -0.56
N -2.7876 1.3765 0.0408 0.02
C -2.4487 2.7361 -0.4159 -0.19
C -1.1199 3.4003 -0.0126 -0.26
C -0.7621 4.6414 -0.4997 -0.05
C 0.4769 5.1887 -0.2808 -0.07
C 1.4295 4.4304 0.4078 -0.06
C 1.0045 3.1876 0.8137 -0.19
N -0.2171 2.7261 0.6698 0.00
C -3.6583 -0.7767 -0.4707 -0.19
C -4.9464 -1.3646 -0.5405 -0.02
C -5.1993 -2.5832 0.0422 -0.10
C -4.2008 -3.1615 0.7750 -0.09
C -2.9396 -2.5813 0.7776 -0.15
N -2.6799 -1.4342 0.1407 0.00
H -3.2452 3.4479 -0.1998 0.11
H -2.4255 2.7913 -1.5196 0.09
H -1.4835 5.1307 -1.1599 0.12
H 0.7813 6.1210 -0.7521 0.10
H 2.3862 4.8715 0.5721 0.10
H 1.7206 2.6312 1.3758 0.09
H -5.7492 -0.8121 -0.9909 0.10
H -6.2338 -2.9615 -0.0171 0.11
H -4.2967 -3.9824 1.4910 0.10
H -2.1198 -2.9620 1.3520 0.10
O 3.6209 -3.2540 2.0816 -0.33
S 2.7315 -2.1900 2.4473 0.38
O 1.3079 -2.4221 2.1191 -0.51
O 3.0920 -0.8973 1.8217 -0.43
C 2.9396 -2.0062 4.2187 -0.23
C 3.6944 -2.9587 4.9097 -0.07
C 4.0955 -2.7086 6.1870 -0.08
C 3.6611 -1.5979 6.9410 -0.07
C 2.8465 -0.6942 6.3147 -0.10
C 2.5040 -0.8629 4.9492 -0.32
P 1.4569 0.4285 4.1439 1.11
C 2.2184 2.1152 4.3660 -0.36
C 1.4403 3.2118 4.0456 -0.16
C 2.0255 4.4322 4.0201 -0.10
C 3.4173 4.5598 4.1205 -0.08
C 4.2203 3.4359 4.4228 -0.07
C 3.5732 2.2153 4.5764 -0.10
C 0.1036 0.4378 5.3366 -0.38
C -0.4180 1.5198 6.0627 -0.08
C -1.6274 1.3965 6.7217 -0.10
C -2.2901 0.1980 6.7074 -0.12
C -1.8168 -0.9199 6.0320 -0.06
C -0.5838 -0.7636 5.3909 -0.10
H 4.0514 -3.8313 4.4087 0.10
H 4.7254 -3.4763 6.5803 0.09
H 4.0088 -1.5555 7.9619 0.10
H 2.5367 0.2218 6.8269 0.11
H 0.3575 3.0625 3.8186 0.13
H 1.4386 5.3080 3.7835 0.11
H 3.9474 5.4822 4.0197 0.08
H 5.2676 3.4991 4.6367 0.09
H 4.1489 1.3119 4.8559 0.11
H 0.1128 2.4209 6.0233 0.07
H -2.0071 2.3437 7.1520 0.11
H -3.2523 0.1549 7.2223 0.10
H -2.4722 -1.8076 5.9873 0.11
H -0.1247 -1.5772 4.8906 0.09
C -2.1261 1.8451 -4.9561 -0.13
C -1.0455 2.7189 -4.3582 -0.27
C 0.2760 1.9798 -4.0683 -0.26
C 0.0829 0.8232 -3.0500 -0.29
Ge -0.0556 -0.8610 -3.9944 1.02
C 1.6006 -1.2995 -5.0515 -0.26
C 1.1667 -1.2597 -6.5360 -0.33
C 0.3836 -2.4783 -7.0691 -0.29
C -0.4494 -2.2415 -8.3376 -0.11
H -2.9650 2.4847 -5.2356 0.08
H -2.4882 1.1388 -4.2175 0.03
H -1.7845 1.3376 -5.8451 0.05
H -1.4368 3.1132 -3.4047 0.09
H -0.8313 3.6045 -5.0014 0.11
H 0.9902 2.6794 -3.6725 0.09
H 0.6237 1.6160 -5.0867 0.11
H -0.7735 0.9718 -2.3902 0.05
H 0.9085 0.8373 -2.3630 0.03
H -1.2095 -1.0262 -5.1130 0.05
H 1.7652 -2.3547 -4.7786 0.06
H 2.4729 -0.6522 -4.8941 0.07
H 1.9905 -1.1141 -7.1970 0.09
H 0.4973 -0.4159 -6.6808 0.07
H -0.2518 -2.8277 -6.2802 0.06
H 1.1165 -3.3033 -7.2819 0.12
H -1.2212 -1.5568 -8.1204 0.04
H -0.9395 -3.1915 -8.6882 0.08
H 0.1607 -1.8527 -9.1496 0.07
C 1.9582 -2.1280 -1.5247 -0.07
C 0.5733 -2.6694 -1.7121 -0.42
C 0.0560 -3.7317 -1.0504 -0.04
C -1.2491 -3.9584 -1.6639 -0.06
C -1.3947 -3.0667 -2.6784 -0.41
C -2.5419 -2.8803 -3.5806 -0.07
N -0.2730 -2.3153 -2.7556 -0.07
H 2.2627 -2.2357 -0.4912 0.04
H 2.0686 -1.0434 -1.7914 0.06
H 2.6863 -2.6790 -2.1682 0.09
H 0.4602 -4.2087 -0.1609 0.11
H -2.0005 -4.6895 -1.3962 0.10
H -2.3697 -3.1798 -4.6243 0.07
H -2.9268 -1.8745 -3.4970 0.06
H -3.3096 -3.5861 -3.2834 0.08
```


Entry 2:
C6H9N in the gas phase. Source: the OMol25 dataset; level of theory: ωB97M-V/def2-TZVPD.

energy relative to the best compared isomer or geometry (same formula, charge and spin): 3.363 eV
2S+1: 1
HOMO-LUMO gap: 8.39 eV
molar mass: 95.145 g mol⁻¹

Geometry as XYZ:
```
16
Properties=species:S:1:pos:R:3:lowdin_charge:R:1
C -0.4774 1.0113 2.1303 -0.02
C -0.1645 0.6533 0.7109 -0.32
C 0.9578 0.9685 -0.0382 -0.13
C 0.8244 0.5717 -1.4001 -0.02
C 0.6613 -1.5557 -1.3400 -0.06
C -0.3547 -0.3128 -1.3232 -0.36
N -1.0191 -0.0638 -0.0490 0.07
H -0.7118 0.1184 2.7199 0.08
H 0.3741 1.5184 2.5906 0.08
H -1.3408 1.6844 2.1846 0.09
H 1.8261 1.4739 0.3670 0.08
H 0.3185 -2.2456 -0.5736 0.08
H 1.7196 -1.3370 -1.1433 0.07
H 0.6254 -1.9896 -2.3380 0.08
H -1.0794 -0.4409 -2.1318 0.13
H -1.9005 -0.4422 0.2672 0.15
```